The following is a quantum chemistry calculation of the molecule C3H7NO, from the Open Molecules 2025 dataset.

Geometry as XYZ:
```
12
Properties=species:S:1:pos:R:3:forces:R:3:lowdin_charge:R:1
C 1.6575 -0.4025 0.0270 -1.00 -0.83 1.31 -0.10
C 0.4057 0.5029 -0.0323 0.32 -0.45 -0.74 -0.26
N -0.8234 -0.3057 -0.0827 0.26 -0.36 0.03 0.00
C -2.0680 0.2177 0.0207 1.38 1.69 -0.42 -0.42
O -3.0981 -0.3775 0.0121 -1.31 -1.08 0.13 0.03
H 1.7276 -1.1136 -0.8098 -0.20 0.32 0.17 0.07
H 2.5559 0.2002 0.0314 0.16 0.10 0.12 0.06
H 1.5958 -1.0133 0.9918 0.32 0.75 -1.25 0.10
H 0.5057 1.1497 -0.9381 -0.32 -0.35 0.66 0.12
H 0.3621 1.1284 0.8621 0.15 0.09 -0.16 0.11
H -0.7876 -1.3220 -0.1247 0.23 0.39 -0.01 0.14
H -2.0332 1.3358 0.0427 -0.01 -0.27 0.17 0.14
```
Forces are in eV/Å.

Molecular weight in Da: 73.09
HOMO-LUMO gap in eV: 10.74
Net charge: 0
LUMO level in eV: 0.933
Relative energy (zero: lowest compared OMol25 entry of this formula, charge and spin) in kJ/mol: 60.9
E_HOMO in Ha: -0.3603